Below is a molecular structure, C7H9NO, with properties calculated with ωB97M-V with the def2-TZVPD basis set.

Each line ends with the Löwdin charge.
Cartesian coordinates (Å):
C: 0.018 -0.515 1.955  -0.101
O: -0.610 -1.619 2.363  -0.018
C: -0.455 0.343 0.048  -0.327
C: -1.700 0.694 -0.307  0.064
H: -0.186 -2.399 1.972  0.108
H: -0.317 0.337 2.537  0.099
H: 1.019 -0.623 1.524  0.062
H: -2.556 0.440 0.315  0.037
C: 0.733 1.950 -1.491  -0.038
C: 0.818 0.768 -0.563  -0.415
N: 1.871 0.109 -0.270  0.142
C: -0.992 -1.126 -0.523  -0.093
C: -1.115 -2.305 -0.756  0.143
H: 2.712 0.541 -0.651  0.061
H: 1.731 2.297 -1.761  0.075
H: 0.174 1.673 -2.386  0.087
H: 0.167 2.754 -1.020  0.079
H: -1.313 -3.318 -0.987  0.034

Cartesian forces, eV/Å:
0.2854 1.4508 -2.2544
-0.2640 -0.7323 -0.1258
0.6400 -5.3178 2.4055
-2.4752 1.3726 -1.8217
-0.2707 0.2720 -0.0185
0.4802 0.0238 0.0104
-0.1112 0.1920 0.9197
0.3286 -0.4265 0.3462
0.1957 0.0721 0.2714
0.8127 0.1125 -0.5650
-0.2542 0.4258 0.1932
1.0214 1.9627 1.0099
-0.2117 0.8866 0.0531
-0.1511 -0.0823 -0.2843
-0.0702 0.0089 -0.0242
0.0010 -0.0537 0.0403
0.0231 0.0574 -0.0418
0.0200 -0.2244 -0.1139

Summary:
HOMO level (spin up / spin down) = -6.99 / -6.99 eV
Kohn-Sham gap (spin up / spin down) = 7.184 / 7.183 eV
ΔE to the lowest compared entry with this formula, charge and spin = 9.0251 eV
Lowest unoccupied orbital energy (spin up / spin down) = 0.00719 / 0.00721 Eh